This record from OMol25 describes a structure of composition C51H50Cl2Ge2NO5PS3Ti at a distorted geometry. The level of theory is ωB97M-V/def2-TZVPD.

XYZ file:
```
116
Properties=species:S:1:pos:R:3:mulliken_spin:R:1
Ti -0.34 0.03 0.60 0.985
Cl 4.58 0.96 -0.14 0.001
C 3.72 -0.51 -0.38 0.005
C 4.45 -1.61 -0.89 -0.003
C 3.86 -2.82 -1.08 0.003
Cl 4.81 -4.17 -1.66 0.000
C 2.48 -3.01 -0.79 -0.006
C 1.79 -4.24 -0.88 0.021
C 0.47 -4.29 -0.56 -0.015
C -0.20 -3.10 -0.20 0.045
N 0.41 -1.93 -0.11 -0.025
C 1.76 -1.89 -0.36 0.058
C 2.38 -0.63 -0.08 -0.029
O 1.61 0.28 0.46 -0.092
H 5.49 -1.47 -1.12 0.000
H 2.32 -5.13 -1.19 0.001
H -0.09 -5.21 -0.58 0.000
H -1.26 -3.10 0.01 0.026
C 1.32 -1.12 4.07 0.006
P -0.18 -0.98 3.05 0.071
C -1.30 -0.10 4.19 -0.028
C -2.13 -0.74 5.11 -0.006
C -2.99 0.00 5.91 0.000
C -3.02 1.38 5.80 -0.001
C -2.19 2.03 4.89 0.003
C -1.34 1.29 4.09 -0.021
C -0.91 -2.65 2.99 0.001
C -2.24 -2.77 2.58 0.018
C -2.79 -4.02 2.35 0.003
C -2.01 -5.17 2.51 0.003
C -0.68 -5.05 2.89 -0.001
C -0.13 -3.80 3.13 0.008
H 1.10 -1.71 4.96 -0.001
H 1.61 -0.11 4.35 -0.004
H 2.15 -1.56 3.52 0.000
H -2.11 -1.82 5.20 0.000
H -3.63 -0.51 6.62 0.000
H -3.71 1.96 6.40 0.000
H -2.23 3.10 4.78 0.000
H -0.73 1.80 3.35 0.046
H -2.84 -1.88 2.41 -0.008
H -3.82 -4.10 2.03 0.000
H -2.44 -6.14 2.33 0.000
H -0.07 -5.94 3.00 0.000
H 0.91 -3.72 3.41 0.000
O -2.37 -1.28 -0.78 0.017
S -3.06 -1.44 -2.10 -0.004
C -4.71 -0.74 -1.82 0.000
C -5.52 -1.50 -0.82 0.000
C -6.60 -2.28 -1.20 0.000
C -7.32 -3.01 -0.27 0.000
C -6.95 -2.97 1.07 0.000
C -5.88 -2.18 1.47 0.000
C -5.16 -1.45 0.53 0.002
C -3.54 -3.17 -2.24 0.001
C -2.44 -4.08 -2.74 0.001
C -2.46 -5.41 -2.33 -0.001
C -1.52 -6.31 -2.82 0.000
C -0.54 -5.89 -3.70 0.000
C -0.51 -4.56 -4.10 0.000
C -1.46 -3.66 -3.63 -0.002
H -5.18 -0.69 -2.81 0.000
H -4.46 0.26 -1.47 0.001
H -6.89 -2.30 -2.25 0.000
H -8.16 -3.61 -0.58 0.000
H -7.50 -3.55 1.80 0.000
H -5.60 -2.12 2.51 0.000
H -4.34 -0.81 0.84 0.001
H -4.38 -3.17 -2.94 0.000
H -3.91 -3.49 -1.27 0.001
H -3.22 -5.75 -1.64 0.000
H -1.55 -7.35 -2.50 0.000
H 0.20 -6.58 -4.07 0.000
H 0.26 -4.21 -4.78 0.000
H -1.43 -2.63 -3.96 0.000
C 3.34 1.56 2.98 -0.002
Ge 2.14 3.07 2.52 -0.009
C 1.34 3.40 4.32 -0.001
C 3.40 4.59 2.40 -0.009
Ge 0.51 2.73 0.62 0.040
C 1.78 2.88 -0.92 -0.001
C 1.84 1.98 -1.99 0.001
C 2.74 2.13 -3.04 0.003
C 3.63 3.20 -3.04 0.000
C 3.58 4.12 -2.00 -0.002
C 2.67 3.96 -0.97 0.010
C -0.18 4.60 0.52 -0.020
C -0.72 5.08 -0.68 -0.006
C -1.29 6.34 -0.77 0.002
C -1.34 7.16 0.35 -0.005
C -0.80 6.72 1.54 0.001
C -0.23 5.45 1.62 -0.004
H 3.40 1.45 4.07 0.000
H 4.35 1.75 2.61 0.000
H 3.00 0.63 2.55 0.002
H 2.11 3.86 4.94 0.000
H 1.03 2.47 4.80 0.001
H 0.48 4.07 4.31 0.000
H 3.98 4.67 3.32 -0.001
H 2.86 5.53 2.25 0.000
H 4.10 4.46 1.57 0.001
H 1.16 1.13 -2.02 -0.005
H 2.75 1.41 -3.85 0.000
H 4.34 3.32 -3.85 0.000
H 4.26 4.97 -2.00 0.000
H 2.64 4.70 -0.18 -0.002
H -0.68 4.45 -1.56 0.000
H -1.70 6.68 -1.71 0.000
H -1.81 8.14 0.28 0.000
H -0.83 7.35 2.42 0.000
H 0.18 5.14 2.57 0.000
O -2.16 0.48 1.33 -0.032
S -2.67 1.72 0.57 0.000
O -4.05 1.51 0.15 0.005
O -2.47 2.91 1.36 0.000
S -1.43 1.64 -1.12 -0.048
```

HOMO level (alpha / beta) = -3.31 / -3.17 eV
relative energy (zero: lowest compared OMol25 entry of this formula, charge and spin) = 24.79 kcal per mole
total charge = -1
orbital gap (alpha / beta) = 5.11 / 4.95 eV
LUMO (alpha / beta) = 1.80 / 1.78 eV
max |F| = 1.9 eV/Å
molar mass = 1148.13 u
multiplicity = 2
<S²> = 0.80

---

This record from OMol25 describes a structure of composition C51H50N3O2P2S2Ti. The level of theory is ωB97M-V/def2-TZVPD.

XYZ file:
```
111
Properties=species:S:1:pos:R:3:mulliken_spin:R:1
Ti -0.80 -0.28 0.41 1.305
C -2.99 -2.03 2.51 -0.023
P -2.45 -0.27 2.48 0.262
C -2.56 0.18 4.25 0.010
C -1.43 0.63 4.92 -0.015
C -1.46 0.90 6.29 0.001
C -2.65 0.72 6.99 0.000
C -3.79 0.28 6.33 0.001
C -3.74 0.01 4.97 -0.002
C -3.92 0.56 1.75 -0.017
C -4.51 1.70 2.30 0.015
C -5.57 2.33 1.66 0.002
C -6.06 1.82 0.47 -0.001
C -5.48 0.70 -0.10 0.002
C -4.41 0.08 0.53 0.040
C -2.58 -2.74 1.25 0.062
C -3.01 -3.96 0.79 -0.003
C -2.25 -4.25 -0.38 0.007
C -1.41 -3.19 -0.58 0.022
C -0.30 -3.05 -1.59 -0.014
P 0.24 -1.28 -1.75 0.210
C 2.01 -1.53 -2.12 -0.023
C 2.49 -1.98 -3.35 -0.001
C 3.85 -2.24 -3.52 0.001
C 4.73 -2.07 -2.46 0.000
C 4.26 -1.64 -1.23 0.000
C 2.90 -1.37 -1.07 0.014
C -0.53 -0.80 -3.33 -0.019
C -1.85 -1.18 -3.57 0.023
C -2.52 -0.74 -4.70 0.002
C -1.89 0.11 -5.60 0.001
C -0.57 0.50 -5.37 0.001
C 0.10 0.05 -4.24 0.010
N -1.60 -2.23 0.41 -0.085
H -4.07 -2.07 2.66 -0.002
H -2.52 -2.49 3.38 0.001
H -0.50 0.78 4.38 0.016
H -0.57 1.24 6.80 0.000
H -2.68 0.92 8.05 0.000
H -4.71 0.14 6.87 0.000
H -4.63 -0.35 4.47 0.000
H -4.13 2.11 3.23 0.000
H -6.02 3.21 2.11 0.000
H -6.90 2.30 -0.02 0.000
H -5.85 0.30 -1.03 0.000
H -3.96 -0.80 0.08 -0.010
H -3.76 -4.58 1.25 0.001
H -2.32 -5.13 -1.00 0.001
H -0.58 -3.45 -2.56 -0.003
H 0.59 -3.60 -1.25 0.001
H 1.81 -2.13 -4.18 0.000
H 4.21 -2.59 -4.48 0.000
H 5.78 -2.29 -2.59 0.000
H 4.94 -1.52 -0.40 0.000
H 2.52 -1.03 -0.11 0.047
H -2.36 -1.83 -2.86 -0.003
H -3.54 -1.06 -4.88 0.000
H -2.41 0.46 -6.48 0.000
H -0.07 1.15 -6.07 0.000
H 1.11 0.38 -4.06 -0.001
O 0.89 -0.44 1.48 0.005
S 1.43 -0.80 2.85 0.012
C 2.67 0.46 3.17 0.002
C 3.45 0.95 1.94 0.004
C 2.68 1.99 1.12 0.004
C 3.29 2.25 -0.26 -0.001
S 1.95 2.63 -1.39 0.004
O 1.12 1.37 -1.37 -0.092
C 2.78 2.63 -2.96 0.002
C 3.62 1.58 -3.35 0.000
C 4.11 1.56 -4.64 -0.001
C 3.77 2.58 -5.54 0.001
C 2.94 3.62 -5.14 0.000
C 2.44 3.64 -3.84 0.000
C 2.41 -2.24 2.45 -0.001
C 3.76 -2.38 2.70 0.001
C 4.40 -3.54 2.28 0.000
C 3.69 -4.53 1.62 0.000
C 2.32 -4.38 1.40 0.007
C 1.67 -3.24 1.82 0.015
H 3.31 0.03 3.95 0.000
H 2.11 1.28 3.63 0.000
H 3.70 0.09 1.31 0.000
H 4.40 1.37 2.29 0.000
H 2.60 2.92 1.69 -0.001
H 1.68 1.61 0.97 0.042
H 3.77 1.35 -0.64 0.000
H 4.01 3.08 -0.28 0.000
H 3.86 0.78 -2.67 0.000
H 4.75 0.75 -4.95 0.000
H 4.15 2.55 -6.55 0.000
H 2.68 4.40 -5.83 0.000
H 1.79 4.45 -3.52 0.000
H 4.33 -1.62 3.22 0.000
H 5.46 -3.66 2.46 0.000
H 4.19 -5.42 1.28 0.000
H 1.76 -5.16 0.89 0.000
H 0.61 -3.12 1.63 0.001
N -2.13 1.47 -1.58 0.032
C -1.96 2.32 -0.51 -0.054
C -2.55 3.59 -0.43 -0.012
C -2.33 4.35 0.68 0.011
C -1.52 3.87 1.71 -0.002
C -0.99 2.62 1.55 0.092
N -1.19 1.84 0.47 0.073
H -2.60 1.86 -2.39 -0.004
H -1.26 1.01 -1.86 0.057
H -3.17 3.94 -1.24 0.001
H -2.78 5.34 0.76 0.000
H -1.32 4.44 2.60 0.000
H -0.37 2.18 2.33 -0.033
```

HOMO level (alpha / beta) = -8.48 / -9.12 eV
relative energy (zero: lowest compared OMol25 entry of this formula, charge and spin) = 0.00 kcal per mole
total charge = +1
orbital gap (alpha / beta) = 6.68 / 7.33 eV
LUMO (alpha / beta) = -1.81 / -1.79 eV
max |F| = 0.8 eV/Å
molar mass = 910.93 u
multiplicity = 3
<S²> = 2.00

---

This record from OMol25 describes a structure of composition C51H52BrGdGeN6O3 at a distorted geometry. The level of theory is ωB97M-V/def2-TZVPD.

XYZ file:
```
115
Properties=species:S:1:pos:R:3:mulliken_spin:R:1
Gd 1.66 -0.56 -0.43 4.723
N 1.88 -0.25 2.02 0.006
C 3.22 -0.51 2.57 0.002
C 3.39 -0.77 3.94 0.011
C 4.67 -1.03 4.44 0.001
C 5.74 -1.07 3.56 0.001
C 5.59 -0.87 2.17 0.001
C 6.76 -0.92 1.36 0.002
C 6.63 -0.54 0.05 -0.004
C 5.35 -0.25 -0.43 0.000
N 4.22 -0.30 0.28 0.040
C 4.32 -0.53 1.64 -0.019
H 1.16 -0.82 2.44 -0.001
H 1.59 0.75 2.10 0.009
H 2.48 -0.76 4.56 0.002
H 4.79 -1.15 5.52 0.000
H 6.75 -1.29 3.94 0.000
H 7.72 -1.19 1.83 0.000
H 7.51 -0.46 -0.63 0.000
H 5.23 0.01 -1.48 -0.003
Br -6.23 0.86 -4.81 0.000
C -4.61 0.57 -3.92 0.001
C -4.60 0.09 -2.58 0.000
C -3.45 -0.04 -1.85 -0.002
C -2.15 0.32 -2.37 0.000
C -2.18 0.75 -3.73 0.000
C -3.39 0.92 -4.48 -0.001
C -0.88 0.15 -1.62 0.010
O 0.24 0.25 -2.20 0.033
O -0.91 -0.15 -0.36 0.012
H -5.55 -0.14 -2.12 0.000
H -2.54 -0.73 -0.20 0.003
H -1.21 0.99 -4.19 0.000
H -3.35 1.35 -5.48 0.000
C -1.43 4.80 -3.25 0.004
C -1.63 5.13 -1.92 -0.002
C -0.72 4.70 -0.96 0.005
C 0.50 4.09 -1.34 0.006
C 0.74 3.93 -2.70 0.008
C -0.24 4.23 -3.64 -0.003
Ge 1.67 3.09 -0.05 0.072
C 1.11 3.71 1.70 0.005
C -0.10 3.25 2.23 0.017
C -0.49 3.57 3.53 -0.001
C 0.35 4.31 4.35 0.003
C 1.53 4.78 3.85 -0.001
C 1.89 4.53 2.53 0.007
C 3.44 3.90 -0.38 0.014
C 3.81 4.56 -1.57 0.008
C 5.13 4.75 -1.91 -0.002
C 6.14 4.31 -1.04 0.005
C 5.82 3.76 0.19 -0.004
C 4.48 3.61 0.52 0.006
H -2.22 5.02 -3.95 0.000
H -2.56 5.64 -1.62 0.000
H -0.98 4.88 0.08 0.001
H 1.66 3.52 -3.06 0.004
H 0.03 3.97 -4.66 0.000
H -0.78 2.66 1.63 -0.009
H -1.46 3.26 3.92 0.000
H 0.13 4.54 5.40 0.000
H 2.15 5.37 4.49 0.000
H 2.80 5.00 2.13 0.001
H 3.04 4.97 -2.19 0.001
H 5.36 5.28 -2.84 0.000
H 7.19 4.36 -1.35 0.000
H 6.57 3.40 0.90 0.000
H 4.25 3.18 1.49 0.000
C 2.95 -5.19 -1.96 0.022
N 2.16 -4.70 -0.83 0.060
C 1.75 -5.58 0.13 0.433
C 1.02 -5.17 1.19 -0.170
C 0.72 -3.78 1.30 0.427
N 1.15 -2.91 0.36 0.151
C 1.92 -3.38 -0.65 -0.030
O 2.37 -2.44 -1.46 0.020
N 0.02 -3.27 2.35 0.042
H 2.30 -5.67 -2.69 -0.002
H 3.68 -5.89 -1.55 -0.008
H 3.47 -4.36 -2.43 0.003
H 2.05 -6.61 -0.12 0.056
H 0.63 -5.92 1.88 -0.006
H -0.09 -3.89 3.15 -0.005
H -0.76 -2.63 2.18 0.021
C -2.03 -5.41 -1.33 0.001
C -3.13 -4.42 -0.97 0.012
C -4.47 -4.83 -0.80 0.001
C -5.52 -3.91 -0.72 0.001
C -6.97 -4.31 -0.51 0.000
C -5.21 -2.57 -0.68 0.000
C -3.89 -2.15 -0.60 -0.010
C -2.86 -3.05 -0.81 0.004
N -3.55 -0.68 -0.50 -0.009
C -4.10 0.17 0.67 -0.013
C -5.61 0.03 0.84 0.000
C -3.33 -0.28 1.93 0.015
C -3.69 1.63 0.37 0.003
H -2.44 -6.23 -1.92 -0.006
H -1.58 -5.82 -0.43 0.001
H -1.22 -4.90 -1.87 0.003
H -4.74 -5.89 -0.81 0.000
H -7.21 -5.25 -0.99 0.000
H -7.63 -3.55 -1.00 0.000
H -7.22 -4.34 0.56 0.000
H -5.99 -1.85 -0.81 0.000
H -1.87 -2.68 -0.98 0.014
H -5.87 -1.00 1.11 0.000
H -6.21 0.34 -0.03 0.000
H -5.92 0.68 1.67 0.000
H -3.45 -1.34 2.20 -0.001
H -3.71 0.31 2.80 0.001
H -2.25 -0.05 1.81 -0.003
H -4.31 2.13 -0.41 0.000
H -2.63 1.69 0.03 -0.001
H -3.81 2.25 1.29 0.000
```

HOMO level (alpha / beta) = -7.22 / -8.27 eV
total charge = +1
orbital gap (alpha / beta) = 4.55 / 5.37 eV
LUMO (alpha / beta) = -2.67 / -2.89 eV
max |F| = 3.5 eV/Å
molar mass = 1106.78 u
multiplicity = 7
<S²> = 12.36

---

This record from OMol25 describes a structure of composition C51H52N4O5PSSr. The level of theory is ωB97M-V/def2-TZVPD.

XYZ file:
```
115
Properties=species:S:1:pos:R:3:mulliken_charge:R:1
Sr 0.87 -0.20 0.87 2.018
C -5.89 1.68 4.10 -1.700
C -4.51 1.68 3.51 0.111
C -3.98 2.76 2.86 -0.630
C -2.68 2.73 2.32 0.375
C -2.17 3.88 1.68 -0.473
N -0.97 3.96 1.18 0.423
C -0.43 5.12 0.49 -0.946
C 1.02 4.89 0.07 -0.576
C 1.18 3.81 -0.99 0.289
N 2.55 3.76 -1.49 0.001
C 3.70 3.68 -0.84 -1.003
C 4.02 3.26 0.45 0.866
C 5.25 3.75 0.98 -0.512
C 5.68 3.43 2.23 -0.037
C 6.94 3.96 2.83 -1.676
C 4.89 2.49 2.95 -0.731
C 3.74 1.90 2.48 1.242
C 3.24 0.80 3.32 -1.435
N 2.29 0.00 3.07 0.664
C 2.07 -1.11 4.00 -1.547
C 1.52 -2.35 3.30 -0.161
C -0.01 -2.44 3.23 -0.832
N -0.62 -1.19 2.79 0.881
C -1.69 -0.82 3.36 -1.534
C -2.42 0.42 3.10 1.145
C -3.69 0.53 3.63 -0.548
C -1.85 1.55 2.41 0.088
O -0.70 1.54 1.89 -0.408
C 3.23 2.29 1.17 -0.138
O 2.22 1.77 0.65 -0.252
H -6.43 2.58 3.82 0.369
H -5.85 1.64 5.19 0.346
H -6.47 0.82 3.77 0.374
H -4.57 3.67 2.76 0.398
H -2.80 4.77 1.61 0.546
H -0.44 3.08 1.29 -0.232
H -0.48 5.99 1.15 0.493
H -1.04 5.33 -0.39 0.386
H 1.61 4.64 0.96 0.146
H 1.41 5.83 -0.31 0.462
H 0.56 4.05 -1.86 0.474
H 0.90 2.82 -0.62 -0.634
H 2.64 4.03 -2.46 0.355
H 4.54 4.02 -1.45 0.448
H 5.84 4.43 0.37 0.376
H 7.37 4.76 2.22 0.377
H 7.69 3.17 2.92 0.350
H 6.77 4.36 3.83 0.373
H 5.27 2.18 3.92 0.472
H 3.83 0.67 4.23 0.200
H 1.36 -0.78 4.77 0.348
H 3.02 -1.35 4.50 0.630
H 1.85 -3.24 3.83 0.690
H 1.99 -2.44 2.31 -0.333
H -0.41 -2.72 4.21 0.595
H -0.29 -3.23 2.52 -0.343
H -2.15 -1.45 4.14 0.262
H -4.09 -0.32 4.17 0.514
O 4.16 -2.00 0.63 -0.795
C 3.16 -2.25 -0.02 -0.233
O 2.33 -1.40 -0.52 -0.244
C 2.78 -3.71 -0.28 0.464
C 3.83 -4.63 -0.26 -0.778
C 3.63 -5.96 -0.60 -0.753
C 2.36 -6.39 -0.97 -0.813
C 1.30 -5.49 -0.96 -0.434
C 1.49 -4.16 -0.59 0.476
P 0.03 -3.03 -0.59 2.591
C -1.38 -4.05 -0.03 0.129
C -2.66 -3.54 -0.27 -0.793
C -3.78 -4.12 0.30 -0.744
C -3.64 -5.22 1.15 -0.665
C -2.38 -5.71 1.42 -0.777
C -1.26 -5.13 0.84 -0.753
C -0.21 -2.89 -2.41 0.640
C -1.15 -3.62 -3.13 -0.479
C -1.22 -3.52 -4.51 -0.794
C -0.33 -2.70 -5.20 -0.616
C 0.62 -1.99 -4.49 -0.716
C 0.68 -2.07 -3.11 -0.764
H 4.80 -4.26 0.01 0.564
H 4.46 -6.65 -0.60 0.413
H 2.19 -7.41 -1.26 0.454
H 0.32 -5.84 -1.25 0.489
H -2.78 -2.68 -0.91 0.443
H -4.76 -3.72 0.08 0.445
H -4.52 -5.68 1.59 0.415
H -2.26 -6.56 2.08 0.439
H -0.28 -5.53 1.08 0.497
H -1.83 -4.29 -2.62 0.382
H -1.96 -4.09 -5.05 0.463
H -0.37 -2.64 -6.28 0.459
H 1.33 -1.36 -5.01 0.444
H 1.43 -1.51 -2.55 0.339
C -2.56 2.24 -7.18 -1.587
C -2.35 2.05 -5.70 0.938
C -2.59 3.09 -4.81 -0.844
C -2.42 2.90 -3.44 -0.627
C -2.01 1.66 -2.98 -0.344
C -1.76 0.61 -3.85 -0.126
C -1.93 0.82 -5.21 -0.852
S -1.81 1.44 -1.22 1.179
C -3.28 0.46 -0.88 -0.981
O -0.67 0.48 -1.04 -0.142
H -2.55 3.30 -7.45 0.381
H -3.53 1.84 -7.48 0.303
H -1.80 1.73 -7.75 0.379
H -2.91 4.06 -5.18 0.364
H -2.60 3.72 -2.75 0.453
H -1.42 -0.34 -3.47 0.175
H -1.73 0.01 -5.89 0.528
H -3.28 -0.40 -1.54 0.308
H -4.16 1.08 -1.04 0.472
H -3.21 0.16 0.16 0.222
```

HOMO level = -9.54 eV
total charge = +1
orbital gap = 6.68 eV
LUMO = -2.87 eV
max |F| = 0.6 eV/Å
molar mass = 951.66 u
multiplicity = 1